Arrangement 1

# C2H6NOS

A 2-piece molecular cluster, C2H6NOS overall (the ωB97M-V functional and the def2-TZVPD basis, the OMol25 dataset).

Its total charge is +1. The LUMO energy (alpha / beta) is -7.27 / -7.29 eV. The calculation puts the highest occupied orbital energy (alpha / beta) at -14.85 / -14.85 eV. Its gap between HOMO and LUMO (alpha / beta) is 7.5782 / 7.5590 eV. As for the multiplicity: 1.

XYZ file:
```
11
Properties=species:S:1:pos:R:3:nbo_charge:R:1
S 1.693 -1.903 -3.382 0.10
O -0.190 -1.315 -0.880 -0.50
N 0.003 -0.164 -0.353 0.11
C 0.920 0.627 -0.689 0.00
C -0.863 -0.035 0.811 -0.45
H 0.246 -1.599 -1.719 0.49
H 1.470 0.377 -1.544 0.23
H -0.588 -0.488 1.729 0.27
H -0.866 1.114 0.957 0.23
H -1.844 -0.464 0.749 0.27
H 0.981 1.624 -0.134 0.26
```

=====

Arrangement 2

# C2H6NOS

An isolated ion of composition C2H6NOS and charge +1 (the ωB97M-V functional and the def2-TZVPD basis, the OMol25 dataset).

Its total charge is +1. The LUMO energy is -5.36 eV. The calculation puts the highest occupied orbital energy at -14.90 eV. Its gap between HOMO and LUMO is 9.5384 eV. As for the multiplicity: 1.

XYZ file:
```
11
Properties=species:S:1:pos:R:3:nbo_charge:R:1
S -2.778 0.013 0.023 0.00
O 0.024 -1.608 0.045 -0.45
N 0.253 -0.291 0.012 0.01
C 1.664 0.007 0.025 -0.44
C -0.645 0.595 -0.031 0.16
H -3.177 1.267 -0.168 0.17
H 1.837 1.079 0.013 0.25
H -0.492 1.654 -0.061 0.25
H 2.108 -0.431 0.922 0.26
H -0.929 -1.825 0.061 0.51
H 2.134 -0.460 -0.841 0.26
```

=====

Arrangement 3

# C2H6NOS

A 3-piece molecular cluster, C2H6NOS overall (the ωB97M-V functional and the def2-TZVPD basis, the OMol25 dataset).

Its total charge is +1. The LUMO energy (alpha / beta) is -4.57 / -4.50 eV. The calculation puts the highest occupied orbital energy (alpha / beta) at -11.72 / -11.44 eV. Its gap between HOMO and LUMO (alpha / beta) is 7.1522 / 6.9380 eV. As for the multiplicity: 1.

XYZ file:
```
11
Properties=species:S:1:pos:R:3:nbo_charge:R:1
S 3.669 0.553 -0.542 0.74
O 3.718 1.301 0.716 -0.70
N -2.302 0.416 -0.017 -0.89
C 0.710 -0.896 -0.482 -0.34
C 1.508 -0.685 0.413 -0.18
H -1.484 -0.294 -0.044 0.49
H 0.091 -1.029 -1.332 0.23
H 2.042 -0.946 1.301 0.27
H -2.390 1.013 -0.827 0.46
H -3.004 -0.243 -0.146 0.43
H -2.557 0.810 0.961 0.48
```

=====

Which structure loses on stability? arrangement 1 does.

=====

Arrangement 1

# C8H6

C8H6 in the gas phase (the ωB97M-V functional and the def2-TZVPD basis, the OMol25 dataset).

The LUMO energy (alpha / beta) is -0.78 / -0.78 eV. The calculation puts the highest occupied orbital energy (alpha / beta) at -8.56 / -8.56 eV. Its gap between HOMO and LUMO (alpha / beta) is 7.7817 / 7.7798 eV. As for the multiplicity: 1. As for the SMILES: C[C@@H]1C#CC#CC=C1.

XYZ file:
```
14
Properties=species:S:1:pos:R:3:nbo_charge:R:1
C -0.567 1.610 0.865 -0.26
C 0.502 0.304 2.612 -0.01
C 0.887 -0.775 1.894 -0.03
C -0.363 -1.295 -1.399 -0.58
C 0.586 -0.420 -0.472 -0.31
C -0.185 0.919 -0.199 -0.12
C -0.075 1.377 2.267 -0.01
C 1.000 -1.159 0.712 0.02
H -0.178 -0.891 -2.374 0.21
H -0.149 -2.260 -1.268 0.22
H 1.607 -0.146 -0.892 0.23
H -1.369 -0.890 -1.093 0.21
H -0.742 1.125 -1.219 0.22
H -0.955 2.501 0.565 0.21
```

=====

Arrangement 2

# C8H6

C8H6 in the gas phase (the ωB97M-V functional and the def2-TZVPD basis, the OMol25 dataset).

The LUMO energy is -1.35 eV. The calculation puts the highest occupied orbital energy at -8.73 eV. Its gap between HOMO and LUMO is 7.3800 eV. As for the multiplicity: 1.

XYZ file:
```
14
Properties=species:S:1:pos:R:3:nbo_charge:R:1
C -2.140 1.117 0.363 0.17
C 1.391 0.990 -0.305 0.07
C 0.763 -0.192 -0.245 -0.10
C -1.597 -0.126 -0.199 -0.18
C 1.944 -0.475 0.570 -0.14
C -0.471 -0.729 -0.459 -0.12
C -3.057 -0.071 0.053 -0.62
C 2.761 0.586 -0.165 -0.46
H -0.486 -1.867 -0.616 0.23
H 1.733 -0.310 1.602 0.19
H -3.670 -0.592 0.720 0.25
H 3.278 1.272 0.448 0.21
H 3.313 0.328 -1.029 0.24
H -3.762 0.070 -0.738 0.25
```

=====

Which structure loses on stability? arrangement 2 does.

=====

Arrangement 1

# C2O2S

A 2-piece molecular cluster, C2O2S overall (the ωB97M-V functional and the def2-TZVPD basis, the OMol25 dataset).

The LUMO energy is 0.67 eV. The calculation puts the highest occupied orbital energy at -10.85 eV. Its gap between HOMO and LUMO is 11.5216 eV. As for the multiplicity: 1.

XYZ file:
```
5
Properties=species:S:1:pos:R:3:nbo_charge:R:1
S -2.430 0.760 0.047 0.02
O 2.219 0.317 -0.163 -0.50
O -0.409 -0.988 -0.496 -0.46
C 1.866 0.122 0.901 0.50
C -1.247 -0.211 -0.289 0.44
```

=====

Arrangement 2

# C2O2S

A 2-piece molecular cluster, C2O2S overall (the ωB97M-V functional and the def2-TZVPD basis, the OMol25 dataset).

The LUMO energy is -0.02 eV. The calculation puts the highest occupied orbital energy at -11.12 eV. Its gap between HOMO and LUMO is 11.1036 eV. As for the multiplicity: 1.

XYZ file:
```
5
Properties=species:S:1:pos:R:3:nbo_charge:R:1
S -2.793 -0.385 0.997 0.15
O 0.730 0.636 0.055 -0.50
O 2.526 -0.596 -0.541 -0.52
C 1.648 0.092 -0.300 1.02
C -2.111 0.252 -0.210 -0.16
```

=====

Which structure loses on stability? arrangement 2 does.